(1)
The following is a DFT calculation (wB97M-V/def2-TZVPD) of a structure of composition C24H42NOP3Ru at a distorted geometry.

CARTESIAN COORDINATES (ANGSTROEM)
Ru  0.107876  0.128551  -0.192149
P  0.396754  -1.973698  -0.986372
P  2.335709  -0.015703  0.716437
P  -2.225572  0.193858  -0.053016
H  2.148367  2.109859  -1.076560
C  1.058889  2.221748  -1.074655
C  0.340722  2.495900  0.110697
H  0.864265  2.674972  1.047262
C  1.495824  -1.919650  -2.461389
C  1.102286  -3.352452  -0.008202
C  -1.124187  -2.737273  -1.664803
C  2.885340  1.427374  1.718465
C  2.648022  -1.331553  1.976654
C  3.718447  -0.230878  -0.464727
C  -2.813635  1.740056  0.731378
C  -2.899576  -1.095787  1.070102
C  -3.314748  0.085842  -1.511025
H  0.606624  2.486751  -2.026926
H  -0.651867  2.950386  0.024096
H  0.893609  -2.096012  -3.359453
H  2.271523  -2.693309  -2.394321
H  1.982454  -0.941792  -2.555377
H  0.693227  -4.312584  -0.359045
H  0.838915  -3.230085  1.051478
H  2.195805  -3.381877  -0.111697
H  -0.861559  -3.654370  -2.213751
H  -1.610123  -2.040869  -2.360439
H  -1.817314  -3.002727  -0.860221
H  3.810183  1.158765  2.247591
H  2.125165  1.688238  2.464515
H  3.074754  2.292721  1.075780
H  3.425025  -0.986144  2.672642
H  2.987677  -2.257711  1.504118
H  1.739145  -1.532314  2.555120
H  4.654688  0.108367  0.002250
H  3.533792  0.367881  -1.364920
H  3.819877  -1.286636  -0.745884
H  -3.885836  1.666574  0.953965
H  -2.647130  2.576797  0.043862
H  -2.260978  1.924974  1.659296
H  -3.991889  -1.000040  1.119960
H  -2.482591  -0.967727  2.076008
H  -2.639169  -2.096209  0.708861
H  -4.318953  0.436502  -1.247320
H  -3.373586  -0.947882  -1.864008
H  -2.907876  0.707866  -2.316953
C  -0.445714  0.916235  -3.992428
C  0.306732  0.323951  -5.020090
C  0.174457  0.792462  -6.327529
C  -0.666183  1.875521  -6.607041
C  -1.349612  2.512638  -5.569524
C  -1.241511  2.054405  -4.255429
O  -0.608105  0.221458  -2.815373
H  -0.069281  0.559430  -1.904639
H  0.920380  -0.541869  -4.784270
H  0.724405  0.294492  -7.125876
H  -0.787339  2.215980  -7.638216
H  -1.990102  3.371464  -5.779935
H  -1.811992  2.501138  -3.442704
N  -0.188425  0.056275  1.806823
C  -0.276148  0.118274  2.981734
C  -0.340122  0.087731  4.386586
C  -1.592079  -0.006146  5.041256
C  -1.652647  -0.054633  6.435397
C  -0.476602  -0.001345  7.193647
C  0.764024  0.088154  6.555989
C  0.842177  0.132986  5.162550
H  -2.506145  -0.040085  4.436738
H  -2.623151  -0.133470  6.925641
H  -0.529242  -0.028699  8.278919
H  1.685866  0.123530  7.145243
H  1.808008  0.201418  4.655223

Forces on the atoms, in the same order (eV/Å):
2.2 1.4 2.1
-0.4 -2.4 -2.2
1.6 -0.5 1.2
-2.4 -0.2 0.5
-0.4 -0.1 0.1
-1.1 0.9 1.7
1.1 0.7 -2.1
-0.2 -0.4 -0.2
0.2 0.1 -0.1
0.0 0.2 0.7
0.0 0.0 -0.1
-0.3 0.2 -0.2
-0.2 0.0 -0.1
-0.1 0.1 -0.2
0.4 0.0 0.0
0.2 0.1 0.0
0.3 0.0 -0.4
0.0 -0.3 -0.1
0.4 -0.4 0.0
0.1 0.0 0.3
-0.2 0.1 0.0
-0.1 -0.3 -0.1
0.1 0.4 0.0
0.1 -0.2 -0.3
-0.4 0.0 0.1
0.0 0.3 0.2
0.2 -0.2 0.2
0.2 0.0 -0.2
-0.2 0.0 -0.3
0.2 0.0 -0.1
0.0 -0.1 0.2
-0.1 -0.1 -0.3
-0.1 0.2 0.2
0.2 0.0 -0.2
-0.3 -0.1 -0.1
0.2 -0.2 0.1
0.0 0.3 0.0
0.3 -0.1 -0.1
-0.2 -0.1 0.2
-0.1 0.0 -0.2
0.2 0.0 -0.1
-0.2 -0.1 -0.3
-0.2 0.2 0.1
0.2 -0.1 0.1
0.0 0.2 0.0
-0.2 -0.2 0.2
-0.4 0.0 0.0
-0.1 0.1 -0.3
0.2 -0.2 0.4
0.1 -0.1 -0.1
-0.2 0.3 0.6
0.2 -0.3 -0.4
0.3 0.4 -0.3
-0.5 0.1 -2.2
-0.1 0.2 -0.2
-0.2 0.2 0.2
0.1 -0.1 0.4
0.2 -0.3 0.0
0.1 0.0 -0.2
-0.3 0.1 0.8
0.0 0.0 2.2
0.0 0.0 -2.9
-0.9 0.0 -1.1
0.4 0.0 1.2
0.0 0.0 0.8
-0.4 0.0 1.4
1.0 0.1 -0.9
0.3 0.0 0.4
0.2 0.0 -0.1
0.0 0.0 -0.3
-0.4 0.0 -0.2
-0.3 0.0 0.3

Properties
- Charge: +3
- ⟨S²⟩: 8.80
- Multiplicity: 6
- Frontier orbital gap (alpha / beta): 5.2511 / 4.1096 eV
- F_max: 0.065 Eh/bohr



(2)
The following is a DFT calculation (wB97M-V/def2-TZVPD) of the molecule C24H42O21.

CARTESIAN COORDINATES (ANGSTROEM)
O  1.166990  -3.639597  1.212874
C  1.489601  -3.684987  2.575482
H  0.622568  -4.103404  3.090945
H  2.359024  -4.336287  2.741284
C  1.800563  -2.312635  3.173426
H  2.021441  -2.436124  4.242569
C  0.688200  -1.265224  3.017553
O  -0.280454  -1.409633  4.014156
H  -1.147277  -1.189957  3.645567
H  0.252083  -1.329637  2.019289
C  1.517989  0.033103  3.078888
O  0.862696  1.141581  2.546598
H  1.517961  1.847866  2.442920
H  1.818197  0.214924  4.122350
C  2.754597  -0.398612  2.260583
O  2.953299  -1.754005  2.526841
C  4.016069  0.414383  2.601987
O  3.837085  1.753006  2.234018
H  3.914697  1.783548  1.266245
H  4.879718  -0.031031  2.095545
H  4.178994  0.382241  3.681070
O  2.397526  -0.160499  0.893516
C  3.070238  -0.887036  -0.091052
O  2.177997  -1.739378  -0.769064
C  1.124305  -1.041488  -1.437845
C  0.125806  -2.059384  -2.012509
H  0.520042  -3.065666  -1.829827
H  0.005321  -1.899044  -3.086268
O  -1.187467  -1.950775  -1.484534
C  -1.266505  -2.135646  -0.078242
O  -1.263244  -0.915371  0.599486
C  -2.482987  -0.190168  0.674970
C  -2.190108  1.097404  1.457460
O  -1.934695  2.217416  0.626012
C  -0.812579  2.100616  -0.197868
O  -1.100468  1.399390  -1.390636
C  -2.129328  2.018828  -2.161278
C  -2.494971  1.065180  -3.310404
O  -3.013444  -0.146096  -2.837506
H  -2.306066  -0.638773  -2.386978
H  -3.287070  1.526590  -3.906856
H  -1.619981  0.884940  -3.948264
C  -1.646482  3.404230  -2.616122
O  -0.433037  3.341604  -3.336268
H  -0.556794  2.823147  -4.138233
C  -1.369715  4.259049  -1.359913
O  -0.985746  5.556165  -1.700128
H  -0.172062  5.501216  -2.217150
C  -0.308899  3.527376  -0.508594
O  0.012932  4.199445  0.669361
H  -0.763276  4.186870  1.244028
H  0.618671  3.467053  -1.088871
H  -2.290537  4.360745  -0.776803
H  -2.426599  3.892145  -3.218835
H  -3.016426  2.154048  -1.527138
H  -0.029832  1.520430  0.309873
H  -1.330568  0.921979  2.111899
H  -3.059666  1.383775  2.049298
H  -2.841764  0.064088  -0.329777
C  -3.558148  -1.052727  1.337072
O  -3.126708  -1.435699  2.619670
H  -3.717724  -2.143636  2.910944
H  -4.498890  -0.485405  1.407421
C  -3.784173  -2.267597  0.430310
O  -4.755633  -3.091925  1.032397
H  -4.721274  -3.950389  0.591045
H  -4.132605  -1.921592  -0.556177
C  -2.467874  -3.044543  0.265896
O  -2.617059  -4.067774  -0.681732
H  -2.473153  -3.680158  -1.556561
H  -2.247462  -3.534811  1.221732
H  -0.358424  -2.655717  0.252416
C  1.728861  -0.139163  -2.525925
O  0.762603  0.537957  -3.276955
H  0.160167  0.981565  -2.648166
C  2.678092  0.852392  -1.840816
O  3.308488  1.700286  -2.771866
H  2.644208  1.942403  -3.431025
C  3.752206  0.071279  -1.087175
O  4.613856  0.936121  -0.392951
H  4.874600  1.626503  -1.018422
H  4.321942  -0.534607  -1.808640
H  2.104825  1.453626  -1.114543
H  2.298833  -0.750400  -3.237242
H  0.599353  -0.409207  -0.711085
H  3.818811  -1.547905  0.363328
H  1.835717  -3.112800  0.747914

Forces on the atoms, in the same order (eV/Å):
0.1 0.1 -0.4
0.3 0.2 0.5
0.1 0.0 0.1
-0.1 0.0 0.1
-0.6 -0.3 0.1
0.0 0.0 -0.1
0.7 0.4 -0.3
-0.2 0.0 0.2
0.0 -0.1 0.0
0.0 0.0 0.1
0.2 -0.8 -0.1
-0.2 0.3 0.0
0.0 0.0 0.0
0.0 -0.1 -0.1
0.0 0.7 0.3
0.1 0.0 -0.1
-0.2 -0.7 -0.2
-0.2 0.4 -0.1
0.0 -0.1 0.1
0.0 0.0 0.1
0.0 -0.1 -0.1
0.0 -0.1 -0.1
0.7 0.1 0.2
0.1 -0.1 -0.1
-0.4 0.3 -0.3
0.5 0.1 -0.1
0.0 0.0 0.0
0.1 -0.1 0.1
-0.6 0.1 0.1
0.3 -0.5 0.1
0.0 0.0 0.0
-0.5 0.1 0.3
-0.1 -0.5 0.0
0.1 0.3 -0.3
0.7 0.2 0.3
-0.2 -0.2 -0.2
-0.2 0.2 -0.5
0.1 0.5 0.3
0.0 -0.4 0.2
0.0 0.0 0.0
0.1 0.1 0.0
-0.1 0.1 -0.1
-0.6 0.0 0.5
0.3 0.0 -0.2
0.0 0.1 0.0
0.2 -0.6 -0.2
0.2 0.4 -0.1
-0.1 0.0 0.0
-0.6 -0.3 -0.3
0.1 0.2 0.4
0.0 0.0 0.0
-0.1 -0.1 0.0
0.0 -0.1 -0.1
0.0 0.0 0.1
0.1 0.0 -0.1
-0.1 0.1 -0.1
-0.1 0.1 0.0
0.0 -0.1 0.0
0.0 0.0 0.1
-0.1 0.0 -0.8
0.1 -0.2 0.4
0.1 0.0 0.1
0.1 0.0 -0.1
0.6 0.2 0.1
-0.2 -0.2 0.1
0.0 0.0 0.0
0.1 0.0 0.1
-0.1 0.7 0.1
0.0 -0.4 -0.2
0.0 0.0 0.1
0.0 0.2 -0.1
-0.2 0.2 -0.1
0.5 -0.2 0.5
-0.3 0.2 -0.1
0.1 0.0 0.0
-0.2 -0.5 0.0
0.2 0.0 -0.1
0.0 0.1 0.1
-0.8 -0.2 -0.3
0.2 0.3 0.1
0.1 0.0 0.1
-0.1 0.1 0.1
0.0 -0.1 0.0
0.0 0.0 0.1
0.0 -0.1 -0.1
-0.1 0.1 -0.1
-0.1 -0.1 -0.1

Properties
- Energy above the lowest of the compared OMol25 structures with the same formula, charge and spin: 1.2759 eV
- Frontier orbital gap: 10.1517 eV
- F_max: 0.017 Eh/bohr



(3)
The following is a DFT calculation (wB97M-V/def2-TZVPD) of a cluster of 5 separate species, C24H43BNO14 in total at a distorted geometry.

CARTESIAN COORDINATES (ANGSTROEM)
C  1.086124  -3.053951  2.921358
O  0.308885  -4.042107  2.161629
C  0.850583  -4.281036  0.817222
O  0.638476  -5.712229  0.514989
C  1.737304  -6.551772  1.018325
O  1.573264  -7.597214  1.874977
C  3.321018  -6.321267  0.529496
C  3.838456  -6.811431  -0.959071
C  5.412199  -6.475831  -1.329880
N  6.337992  -5.738963  -0.347452
C  5.899343  -5.293829  1.033992
C  4.345155  -5.558093  1.561652
O  3.855519  -5.138808  2.904994
B  4.825866  -5.781656  3.842094
O  4.884988  -7.276932  3.958527
O  5.717063  -4.933368  4.662394
H  1.172715  -3.458248  4.041288
H  2.183782  -2.887736  2.554373
H  0.499681  -2.035309  2.913950
H  1.941044  -3.898761  0.638331
H  0.164034  -3.681534  0.048110
H  3.131159  -7.368201  -1.735767
H  5.843906  -6.773401  -2.388048
H  7.327093  -5.572384  -0.703278
H  6.705694  -4.718484  1.698568
H  5.840677  -7.519699  3.748076
H  6.633341  -5.030856  4.221492
O  0.414750  -0.825337  -2.982467
C  -0.740210  -1.218734  -3.138566
O  -1.491481  -1.582958  -2.078849
C  -2.899549  -1.870451  -2.135304
C  -3.142270  -3.313399  -2.531473
C  -1.304046  -1.387772  -4.520865
H  -3.421244  -1.160887  -2.784752
H  -3.289954  -1.706306  -1.125106
H  -2.754266  -3.527281  -3.530992
H  -4.211012  -3.542107  -2.518823
H  -2.627642  -3.991220  -1.841992
H  -0.991263  -2.355613  -4.920558
H  -0.909576  -0.588451  -5.158061
H  -2.388461  -1.304000  -4.567740
O  -0.135951  5.949773  -3.842587
C  -0.113337  4.922844  -3.165854
O  1.059907  4.361732  -2.807076
C  1.195888  3.282191  -1.866547
C  1.009343  1.941892  -2.549748
C  -1.393190  4.223965  -2.804225
H  0.526193  3.417128  -1.011720
H  2.215336  3.343015  -1.470459
H  0.006802  1.842466  -2.974429
H  1.168579  1.123450  -1.843012
H  1.715406  1.834160  -3.380131
H  -1.703241  3.588351  -3.637392
H  -2.163557  4.981125  -2.620420
H  -1.329294  3.630831  -1.893578
O  -5.703485  4.133513  -1.745916
C  -5.649796  5.360455  -1.815137
O  -4.599041  6.032627  -1.301166
C  -4.350594  7.435460  -1.498214
C  -5.106233  8.267456  -0.480985
C  -6.797950  6.138964  -2.392111
H  -4.564389  7.732846  -2.529371
H  -3.274955  7.582937  -1.352924
H  -6.187562  8.139705  -0.579671
H  -4.870822  9.328246  -0.599226
H  -4.844022  7.958568  0.536611
H  -7.558448  6.282513  -1.620528
H  -7.226891  5.564442  -3.220648
H  -6.511385  7.102782  -2.809371
O  0.924981  -0.092457  2.369645
C  0.733530  0.866987  3.115214
O  1.730044  1.346811  3.887741
C  1.663456  2.569984  4.641338
C  1.016215  2.339118  5.992539
C  -0.638968  1.463781  3.246825
H  1.171224  3.360761  4.067050
H  2.697730  2.898008  4.791464
H  -0.016636  1.995315  5.890810
H  1.018276  3.258805  6.583173
H  1.553825  1.562130  6.546551
H  -1.218813  0.876650  3.963316
H  -1.129811  1.427619  2.267896
H  -0.637500  2.510668  3.545480

Forces on the atoms, in the same order (eV/Å):
0.0 0.7 1.7
2.7 0.1 -1.9
-1.7 1.9 -0.2
4.2 -1.2 1.7
-1.4 -4.7 4.2
1.1 7.4 -6.3
2.4 1.0 -1.2
3.2 2.5 3.0
-2.3 0.6 2.8
-4.3 -1.3 0.5
-2.6 -1.2 -1.2
0.7 -0.9 -2.6
3.4 -2.4 -3.0
0.9 -1.2 1.5
1.5 3.8 -1.6
-0.1 -2.0 -3.6
-0.3 0.8 -2.5
-2.1 -0.4 0.3
1.4 -2.2 0.0
-1.7 -1.0 0.7
1.5 -1.6 1.5
1.8 1.4 1.9
-0.8 0.8 2.6
-1.8 -0.1 0.9
-2.0 -1.4 -1.8
-1.7 0.1 0.9
-1.9 0.3 1.5
-2.2 -1.0 0.2
1.6 0.3 -0.1
0.5 0.4 0.3
-0.3 -0.2 -0.1
0.2 -0.2 -0.1
-0.3 0.6 -0.4
0.2 -0.1 0.0
0.4 0.1 -0.1
-0.1 0.1 0.0
0.1 0.0 0.0
-0.1 0.1 0.0
0.0 0.1 0.0
0.1 -0.3 0.2
0.0 -0.2 0.0
0.5 -1.9 1.3
-0.2 1.3 -1.2
0.2 0.6 0.0
-0.1 -0.3 -0.1
0.0 0.1 0.0
-0.4 0.2 0.6
-0.1 0.0 -0.2
-0.2 0.3 -0.2
0.1 0.0 0.2
0.0 0.1 -0.1
0.0 0.0 0.2
0.0 0.1 0.1
0.2 -0.2 -0.3
0.0 -0.2 -0.1
0.6 2.3 0.1
-0.4 -1.7 0.2
0.3 -0.6 -0.1
-0.1 0.3 0.1
-0.2 -0.1 0.1
-0.1 0.1 -0.7
-0.1 -0.1 0.1
-0.2 -0.3 0.0
0.1 0.1 -0.1
0.0 -0.1 0.0
0.1 0.1 -0.2
0.1 0.0 -0.1
0.0 0.0 0.4
0.0 0.1 0.2
0.2 1.8 1.3
0.0 -1.1 -0.7
0.3 -0.4 -0.6
-0.1 0.2 0.3
-0.2 -0.2 0.1
-0.2 0.5 -0.5
0.0 -0.2 0.0
-0.1 -0.3 -0.2
0.1 0.1 0.0
0.0 -0.1 -0.1
0.0 0.2 -0.1
0.1 0.1 -0.1
0.1 -0.3 0.3
0.0 -0.1 0.2

Properties
- Charge: +1
- Frontier orbital gap: 5.4535 eV
- F_max: 0.191 Eh/bohr



Q: F_max of number 1 (C24H42NOP3Ru)?
A: 0.065 Eh/bohr



Q: Which of these has the lowest F_max?
A: C24H42O21



Q: Look up the F_max of the third one.
A: 0.191 Eh/bohr



Q: Which of these has the highest F_max?
A: C24H43BNO14